2 unconnected molecules or ions with the total composition C27H32N2O5S in a non-equilibrium geometry, computed with ωB97M-V/def2-TZVPD.

Summary:
Lowest unoccupied orbital energy = -1.99 eV
Charge = 0
ΔE to the lowest compared entry with this formula, charge and spin = 0.0 kJ/mol

Atoms and positions in Å:
1 C 3.3569 1.0141 -3.1313
2 N 2.1153 1.6684 -3.4958
3 C 1.0058 1.8690 -2.7379
4 C 0.9672 1.5843 -1.2924
5 C 1.7362 0.4753 -0.7141
6 C 2.0920 0.5379 0.5972
7 C 3.1955 -0.1799 1.2216
8 C 3.8520 0.3654 2.3586
9 C 4.9981 -0.2275 2.8792
10 C 5.5130 -1.3985 2.2986
11 C 4.8508 -1.9713 1.2051
12 C 3.7048 -1.3777 0.6716
13 O 0.3166 2.3288 -0.5195
14 N 0.1305 2.5787 -3.5088
15 C -1.2438 3.1019 -3.1470
16 C -1.8803 3.7248 -4.3764
17 C -1.1115 4.2027 -2.1092
18 C -2.0936 1.9382 -2.6617
19 C 0.6845 2.7446 -4.7602
20 C 1.9132 2.1917 -4.7538
21 H 4.1208 1.3225 -3.8558
22 H 3.6916 1.3053 -2.1313
23 H 3.2680 -0.0798 -3.1763
24 H 1.9810 -0.3699 -1.3576
25 H 1.6003 1.2748 1.2362
26 H 3.4456 1.2828 2.7962
27 H 5.5004 0.2212 3.7386
28 H 6.4116 -1.8644 2.7062
29 H 5.2291 -2.8945 0.7634
30 H 3.1687 -1.8318 -0.1657
31 H -1.9994 3.0099 -5.1968
32 H -2.8821 4.0911 -4.1137
33 H -1.3115 4.5904 -4.7348
34 H -0.7258 3.8084 -1.1692
35 H -0.4352 4.9827 -2.4769
36 H -2.0940 4.6585 -1.9253
37 H -1.7375 1.5537 -1.7012
38 H -3.1371 2.2627 -2.5419
39 H -2.0803 1.1314 -3.4053
40 H 0.1760 3.2531 -5.5600
41 H 2.6552 2.1461 -5.5304
42 C -4.6146 1.3997 0.2540
43 C -3.8227 1.1641 1.5166
44 O -2.9074 0.0836 1.2360
45 C -2.2663 -0.3560 2.3706
46 C -1.3243 -1.3847 1.9707
47 S -0.3260 -2.2621 3.0380
48 C -1.0388 -3.9025 3.2739
49 C -1.9711 -4.1299 4.2909
50 C -2.5353 -5.3984 4.4431
51 C -2.1620 -6.4505 3.6025
52 C -1.1887 -6.2276 2.6261
53 C -0.6093 -4.9665 2.4745
54 O 0.9072 -2.5226 2.3214
55 O -0.3284 -1.6825 4.3550
56 O -2.5297 0.1072 3.4723
57 H -5.2309 2.2972 0.3604
58 H -3.9491 1.5119 -0.6116
59 H -5.2783 0.5443 0.0748
60 H -3.2484 2.0590 1.8016
61 H -4.4970 0.8929 2.3397
62 H -1.2357 -1.6380 0.9222
63 H -2.2356 -3.3212 4.9701
64 H -3.2675 -5.5606 5.2317
65 H -2.6128 -7.4373 3.7167
66 H -0.8640 -7.0370 1.9756
67 H 0.1884 -4.8077 1.7513

Atomic forces in eV per Å
C 0.95 -0.40 0.07
N -0.73 0.05 -0.30
C 0.42 0.98 -1.56
C -1.64 0.30 3.95
C -0.27 -0.07 -0.53
C 0.07 0.21 0.06
C 0.66 -0.89 0.38
C -0.56 -0.03 -0.61
C 0.12 -0.27 -0.20
C -0.51 0.37 -0.07
C -0.18 0.07 -0.08
C 0.11 0.38 0.29
O 1.35 -1.16 -2.04
N 0.34 -0.43 0.12
C -0.43 0.20 0.22
C -0.16 0.07 -0.56
C 0.08 0.36 0.46
C -0.08 -0.32 0.03
C -0.26 0.12 0.33
C 0.11 -0.17 0.46
H -0.27 -0.04 0.19
H -0.21 -0.05 -0.24
H -0.07 0.38 0.03
H 0.45 0.36 0.19
H 0.24 0.15 -0.38
H 0.18 -0.36 -0.06
H -0.20 -0.15 -0.26
H -0.29 0.13 -0.13
H -0.12 0.25 0.16
H 0.28 0.00 0.31
H -0.03 0.05 0.06
H 0.35 -0.19 0.04
H -0.09 -0.10 0.05
H -0.18 0.28 -0.28
H -0.11 -0.03 0.05
H 0.22 -0.16 -0.16
H -0.15 0.02 -0.14
H 0.39 -0.03 0.01
H -0.05 0.08 0.15
H 0.03 -0.08 0.14
H 0.05 -0.07 0.07
C -0.16 -0.14 -0.18
C 0.27 -0.23 -0.23
O -0.98 1.11 0.10
C 1.29 -1.63 0.39
C -0.27 0.53 0.92
S -1.30 0.58 -0.91
C 0.17 -0.42 0.12
C 0.01 -0.12 -0.19
C 0.12 0.07 -0.10
C 0.11 0.26 -0.06
C -0.01 0.12 0.08
C -0.30 0.02 0.13
O 0.67 -0.23 0.05
O 0.40 0.07 0.23
O -0.01 -0.07 -0.58
H 0.04 -0.05 -0.08
H -0.20 0.02 0.22
H 0.14 0.19 -0.09
H -0.17 -0.24 0.06
H 0.34 0.11 -0.11
H 0.04 -0.05 0.15
H 0.04 -0.10 -0.24
H 0.13 -0.01 -0.14
H 0.12 0.27 -0.02
H -0.06 0.07 0.15
H -0.24 0.06 0.12

Results of the Löwdin charge analysis, in e, for atoms 1 through 4: atom 1 (C): 0.01, atom 2 (N): -0.03, atom 3 (C): -0.06, atom 4 (C): -0.27

***

A molecular structure, C27H32N4O2 in a non-equilibrium geometry, computed with ωB97M-V/def2-TZVPD.

Summary:
Lowest unoccupied orbital energy = -0.30 eV
Charge = 0
ΔE to the lowest compared entry with this formula, charge and spin = 2328.2 kJ/mol

Atoms and positions in Å:
1 C -0.7852 -5.2142 -1.0127
2 C -1.1676 -3.8667 -1.5943
3 H -2.2150 -3.8336 -1.8970
4 H -0.6933 -3.5941 -2.4968
5 C -1.1368 -2.9572 -0.6709
6 C 0.2125 -2.5652 -0.1556
7 N 1.0447 -2.5468 -1.0441
8 C 2.3561 -2.0597 -1.0534
9 C 2.7448 -1.7337 0.2614
10 C 1.8618 -1.9624 1.3284
11 N 0.5257 -2.0812 1.0863
12 H 1.9464 -1.6585 2.2832
13 C 4.1829 -1.3936 0.5658
14 N 4.1325 0.3304 0.5776
15 C 4.8876 0.9768 1.3747
16 C 4.4020 2.4281 1.5821
17 C 4.7043 2.8687 0.1074
18 H 4.2268 3.9888 0.0792
19 H 5.8439 3.1921 -0.2230
20 C 3.9776 2.1988 -0.8980
21 C 4.3571 0.6822 -0.9044
22 H 3.7221 0.1613 -1.3583
23 H 5.4735 0.6842 -0.9821
24 C 2.4237 2.3923 -0.8948
25 O 1.9738 3.2782 -2.1008
26 N 1.9003 1.6105 -0.1744
27 C 0.4507 1.2109 -0.0396
28 C 0.0091 0.9660 1.1024
29 C -1.4472 0.4863 1.4023
30 C -2.2491 0.7947 0.3583
31 C -1.7977 1.5575 -0.9211
32 C -0.4988 1.7007 -1.1656
33 H -0.0832 2.2344 -1.9223
34 H -2.5194 1.5542 -1.6914
35 C -3.7427 0.4510 0.4518
36 C -4.0660 -0.4795 1.0663
37 C -5.4269 -0.9661 0.9946
38 C -6.4135 -0.0581 1.0038
39 C -6.0449 1.1759 0.1743
40 C -4.7933 1.5498 0.1087
41 H -4.2744 2.2809 -0.2533
42 O -7.1840 2.0263 0.0111
43 C -6.8228 3.1447 -0.7916
44 H -6.2035 3.6859 -0.1134
45 H -7.7837 3.7241 -1.1178
46 H -6.0053 2.9891 -1.7631
47 H -7.3823 -0.3965 0.8825
48 H -5.6274 -2.0546 1.6506
49 H -3.3361 -1.2998 1.2510
50 H -1.8426 0.1352 2.2572
51 H 0.6965 0.6113 1.8748
52 H 2.4324 1.0591 0.3910
53 H 4.5582 2.5398 -2.0948
54 H 3.4923 2.4595 1.8489
55 H 5.1849 2.9619 2.2884
56 H 4.7552 0.6841 2.7104
57 H 5.9556 0.8511 1.2238
58 H 4.8439 -1.6510 0.0777
59 H 4.4392 -1.3628 1.7346
60 H 3.2086 -2.0917 -1.4797
61 H -1.5572 -1.9209 -0.9522
62 H -1.6074 -3.0844 0.4987
63 H -1.3435 -5.5153 -0.2789
64 H -1.1178 -6.0013 -1.7621
65 H 0.2419 -5.2779 -0.8017

Atomic forces in eV per Å
C 0.82 -0.37 -6.51
C -2.76 -6.82 -4.91
H -0.36 -0.94 -0.36
H 1.18 0.13 -0.81
C -0.80 10.07 11.77
C -1.26 1.97 3.41
N 7.34 -0.08 -8.74
C -7.54 -0.25 9.36
C 1.72 -1.44 0.23
C -4.11 1.42 -4.04
N 0.80 -2.01 0.75
H 1.54 0.66 3.34
C -12.01 9.11 12.84
N -4.63 -7.25 -6.45
C 3.14 2.32 10.51
C 11.23 -0.28 -3.66
C 1.07 8.30 2.08
H 1.21 -2.04 -0.19
H -2.61 -1.60 1.38
C 0.70 -1.47 -6.81
C 4.92 6.33 7.51
H -4.39 -4.56 -4.68
H -0.87 -0.74 -1.06
C 5.10 9.19 -12.81
O 1.32 -4.45 6.59
N -9.73 -4.66 3.77
C 1.31 5.66 -8.06
C -4.06 -5.35 7.86
C 3.82 3.83 -5.51
C -1.47 1.49 -2.09
C -0.51 -3.32 2.98
C 1.32 -1.95 4.35
H 1.24 1.12 -2.48
H -0.83 0.89 -0.68
C 4.59 16.37 -7.27
C -4.30 -16.80 5.99
C -0.19 -2.80 6.06
C 1.77 1.38 -4.73
C -4.56 0.06 3.86
C 2.31 -6.26 0.92
H 1.78 4.98 -2.33
O 1.82 -1.58 -1.80
C 0.41 0.79 -2.11
H 0.28 1.45 0.21
H 1.95 -1.22 0.61
H -2.77 -0.24 2.43
H -2.20 -0.24 0.50
H 0.46 3.04 -2.47
H -0.37 0.71 0.38
H -0.57 -1.28 2.99
H 0.09 0.76 0.10
H 2.41 -2.10 2.11
H -2.52 -0.51 3.53
H -6.67 0.50 2.01
H -2.00 -0.92 -1.25
H 0.32 -0.48 -3.59
H 0.71 0.54 -0.01
H 11.64 -4.73 -8.99
H -0.59 -1.21 -2.55
H 4.57 -0.76 -5.85
H 0.29 -1.33 0.20
H 0.06 -0.53 -3.36
H -3.06 -0.89 4.90
H 1.15 0.64 0.39
H 1.34 -0.25 0.25

Results of the Löwdin charge analysis, in e, for atoms 1 through 4: atom 1 (C): -0.05, atom 2 (C): -0.33, atom 3 (H): 0.13, atom 4 (H): 0.12

***

A molecular structure, C27H32N6O5S2Ti, computed with ωB97M-V/def2-TZVPD.

Summary:
Lowest unoccupied orbital energy (alpha / beta) = 0.00 / 0.00 eV
Charge = 0
ΔE to the lowest compared entry with this formula, charge and spin = 0.0 kJ/mol
2S+1 = 3

Atoms and positions in Å:
1 Ti 0.8181 -0.2147 -0.3891
2 C -2.6695 -2.8773 0.2330
3 C -1.3328 -2.2356 0.0349
4 N -1.1791 -0.9545 -0.0765
5 O -2.3731 -0.2307 -0.0177
6 C -0.1232 -3.0290 -0.0689
7 C -0.1182 -4.5152 0.0863
8 N 0.9773 -2.3452 -0.2889
9 O 2.1219 -2.9679 -0.4233
10 H -3.3615 -2.1919 0.7134
11 H -2.5742 -3.7808 0.8322
12 H -3.0951 -3.1596 -0.7330
13 H -2.0815 0.6856 -0.1077
14 H -0.9572 -4.9761 -0.4359
15 H -0.1814 -4.8103 1.1389
16 H 0.8165 -4.9024 -0.3126
17 S 0.2031 0.0680 -2.9784
18 C 1.8121 -0.3126 -3.3785
19 N 2.4105 -1.4045 -2.8039
20 C 3.7314 -1.6281 -2.8461
21 C 4.5145 -0.8170 -3.6107
22 C 3.8439 0.1947 -4.3091
23 N 2.5568 0.4437 -4.2080
24 H 1.8756 -2.0050 -2.1747
25 H 4.0676 -2.4570 -2.2388
26 H 5.5819 -0.9514 -3.6810
27 H 4.3995 0.8479 -4.9748
28 C 0.1152 -1.3903 5.3203
29 C 0.3729 -0.3701 4.2227
30 S 0.7276 -1.1528 2.6458
31 O 1.0170 0.0328 1.7416
32 C 2.3356 -1.8997 2.9459
33 C 3.4122 -0.9166 3.3705
34 H -0.2220 -0.8830 6.2233
35 H 1.0180 -1.9466 5.5725
36 H -0.6572 -2.1030 5.0286
37 H 1.1944 0.3082 4.4522
38 H -0.5104 0.2322 4.0063
39 H 2.5597 -2.3666 1.9809
40 H 2.1674 -2.7038 3.6661
41 H 3.4082 -0.0343 2.7290
42 H 4.3906 -1.3862 3.2752
43 H 3.2941 -0.6008 4.4075
44 O 0.3523 4.0681 0.4245
45 C 1.3178 3.3754 0.2140
46 N 2.6380 3.7762 0.4184
47 C 3.5746 2.7773 -0.0621
48 C 2.5677 1.6717 -0.3919
49 O 2.8746 0.4996 -0.7352
50 N 1.3159 2.0591 -0.2521
51 C 4.2841 3.2352 -1.3386
52 C 5.6034 3.6702 -1.3238
53 C 6.2044 4.1342 -2.4875
54 C 5.4927 4.1656 -3.6766
55 C 4.1717 3.7357 -3.6971
56 C 3.5717 3.2756 -2.5363
57 C 4.5308 2.2784 1.0137
58 C 4.5382 2.8327 2.2857
59 C 5.4181 2.3613 3.2546
60 C 6.2941 1.3299 2.9595
61 C 6.2834 0.7650 1.6893
62 C 5.4081 1.2337 0.7240
63 H 2.8362 4.7603 0.3411
64 H 6.1704 3.6441 -0.4021
65 H 7.2324 4.4724 -2.4604
66 H 5.9625 4.5272 -4.5824
67 H 3.6025 3.7519 -4.6181
68 H 2.5416 2.9381 -2.5727
69 H 3.8456 3.6288 2.5218
70 H 5.4163 2.8082 4.2408
71 H 6.9817 0.9659 3.7125
72 H 6.9601 -0.0459 1.4500
73 H 5.3956 0.7890 -0.2625

Atomic forces in eV per Å
Ti -0.15 0.43 0.20
C 0.02 -0.02 0.02
C -0.01 0.00 -0.01
N 0.06 0.03 -0.02
O 0.02 0.01 0.02
C -0.01 -0.05 0.10
C -0.01 -0.01 -0.03
N -0.29 0.11 -0.13
O 0.09 0.00 -0.06
H 0.00 0.01 0.00
H 0.00 0.00 0.00
H 0.00 0.01 0.00
H -0.01 -0.01 0.00
H 0.01 -0.01 -0.01
H 0.00 0.00 0.00
H 0.00 0.01 -0.01
S 0.36 -0.15 0.07
C 0.05 -0.04 0.07
N -0.04 0.12 -0.03
C -0.06 -0.02 0.01
C 0.05 -0.04 0.03
C -0.03 0.03 -0.03
N -0.06 0.04 -0.03
H 0.07 -0.09 0.05
H 0.03 0.00 -0.02
H 0.00 0.00 0.01
H -0.01 0.00 -0.01
C 0.01 0.01 0.01
C 0.09 0.00 0.00
S -0.12 -0.18 0.18
O 0.11 0.12 -0.35
C 0.00 -0.04 -0.05
C -0.01 -0.01 -0.01
H -0.01 0.00 0.00
H 0.00 0.00 0.00
H 0.00 0.00 0.00
H 0.00 0.01 -0.01
H -0.01 -0.01 0.02
H 0.02 0.03 -0.01
H 0.01 0.00 0.00
H 0.00 0.00 -0.01
H 0.00 -0.01 0.01
H 0.00 0.01 0.00
O -0.02 0.02 -0.02
C -0.08 -0.01 0.00
N -0.02 0.02 0.00
C 0.03 0.03 -0.04
C -0.09 -0.04 -0.06
O -0.10 0.03 0.10
N 0.10 -0.29 0.07
C -0.03 -0.02 0.00
C 0.02 0.02 0.00
C 0.00 0.00 0.01
C -0.02 0.00 0.00
C 0.02 0.00 0.00
C 0.00 -0.02 0.00
C 0.00 0.02 -0.01
C -0.01 -0.02 0.03
C -0.01 0.00 -0.01
C 0.00 0.00 0.00
C -0.01 -0.01 -0.01
C 0.01 0.01 0.00
H 0.03 0.00 -0.02
H 0.00 0.00 0.00
H 0.00 0.00 0.00
H 0.00 0.00 0.00
H 0.00 0.00 0.00
H -0.01 -0.01 0.01
H 0.00 0.01 -0.01
H 0.00 0.00 0.00
H 0.00 0.00 0.00
H 0.00 0.00 0.00
H 0.00 0.00 0.00

Results of the Löwdin charge analysis, in e, for atoms 1 through 4: atom 1 (Ti): 0.76, atom 2 (C): 0.00, atom 3 (C): -0.30, atom 4 (N): -0.12

***

A molecular structure, C27H33BrClN5O6S3Tm in a non-equilibrium geometry, computed with ωB97M-V/def2-TZVPD.

Summary:
Lowest unoccupied orbital energy = -2.79 eV
Charge = +1
ΔE to the lowest compared entry with this formula, charge and spin = 41.0 kJ/mol
2S+1 = 3

Atoms and positions in Å:
1 Tm -0.3214 0.1150 -0.3834
2 C 0.0875 0.1623 3.7401
3 C 0.9682 1.2686 3.1782
4 S 1.7774 0.9166 1.5930
5 C 2.7938 -0.5452 1.9978
6 C 2.6567 -1.6956 1.0118
7 S 0.9848 -2.3585 0.7438
8 C 0.4630 -2.8164 2.4253
9 C -0.9142 -2.2660 2.7709
10 S -1.1172 -0.4819 2.5324
11 H -0.4827 0.5556 4.5802
12 H 0.6826 -0.6744 4.1027
13 H 1.7357 1.5388 3.9024
14 H 0.3769 2.1599 2.9624
15 H 2.5586 -0.8445 3.0180
16 H 3.8315 -0.2147 1.9829
17 H 3.3025 -2.5193 1.3145
18 H 2.9460 -1.3701 0.0134
19 H 1.2231 -2.4736 3.1244
20 H 0.4385 -3.9041 2.4736
21 H -1.1690 -2.4996 3.8041
22 H -1.6788 -2.7025 2.1258
23 Br -4.7232 2.9386 -5.9874
24 C -2.9046 3.4475 -5.8922
25 C -2.5562 4.7797 -6.0659
26 C -1.2248 5.1451 -6.0008
27 C -0.2429 4.1876 -5.7329
28 C -0.6077 2.8467 -5.5762
29 C -1.9394 2.4805 -5.6597
30 N 1.0962 4.6026 -5.7258
31 N 2.0570 4.1016 -5.1127
32 C 1.9337 3.1530 -4.0783
33 C 2.7645 2.0165 -4.1187
34 C 2.6588 1.0305 -3.1747
35 C 1.7093 1.1349 -2.1238
36 O 1.5223 0.1789 -1.2479
37 C 0.9427 2.3432 -2.0077
38 N 0.1538 2.4604 -0.9073
39 C -0.5272 3.6236 -0.7349
40 C -0.4590 4.6678 -1.6231
41 C 0.3309 4.5485 -2.7704
42 C 1.0520 3.3601 -2.9843
43 H -3.3179 5.5223 -6.2591
44 H -0.9230 6.1753 -6.1462
45 H 0.1498 2.0916 -5.4058
46 H -2.2302 1.4443 -5.5475
47 H 3.4663 1.9211 -4.9379
48 H 3.2803 0.1447 -3.2324
49 H -1.1362 3.6981 0.1547
50 H -1.0165 5.5712 -1.4187
51 H 0.4128 5.3666 -3.4714
52 O -4.1218 0.9309 -0.7602
53 Cl -2.7691 0.6144 -0.5748
54 O -2.5553 -0.7511 -0.1270
55 O -2.1147 1.4434 0.4245
56 O -1.9888 0.7750 -1.7957
57 C -0.2241 -0.9485 -4.3423
58 N -0.4202 -2.3193 -3.8885
59 C -0.5724 -3.3544 -4.9070
60 C -0.2455 -4.7019 -4.2977
61 C -1.1772 -4.9250 -3.1281
62 N -1.1141 -3.7877 -2.2120
63 C -1.5884 -4.0303 -0.8589
64 C -0.6985 -2.5567 -2.5863
65 O -0.6022 -1.6392 -1.7384
66 H 0.3672 -0.9646 -5.2551
67 H 0.3096 -0.3778 -3.5950
68 H -1.1779 -0.4525 -4.5430
69 H 0.1087 -3.1231 -5.7229
70 H -1.5908 -3.3529 -5.3095
71 H 0.7883 -4.6920 -3.9460
72 H -0.3538 -5.4985 -5.0315
73 H -0.8970 -5.8209 -2.5748
74 H -2.2046 -5.0561 -3.4807
75 H -0.8346 -4.5519 -0.2633
76 H -2.4847 -4.6498 -0.9076
77 H -1.8426 -3.0898 -0.3850

Atomic forces in eV per Å
Tm 2.33 -1.41 1.66
C -0.15 -0.04 -0.15
C 0.12 -0.09 -0.20
S -0.15 -0.03 0.09
C -0.08 0.15 -0.11
C -0.18 -0.06 0.01
S 0.25 0.15 0.08
C -0.02 0.03 -0.21
C 0.02 0.19 -0.09
S 0.03 0.01 0.20
H 0.07 -0.02 0.08
H 0.00 0.05 0.03
H -0.06 0.07 0.08
H 0.01 0.03 0.07
H 0.03 -0.02 -0.01
H 0.04 -0.04 0.08
H 0.07 0.02 0.00
H 0.06 -0.02 -0.01
H -0.02 -0.02 0.03
H 0.01 -0.02 0.09
H -0.04 -0.09 -0.01
H -0.01 -0.05 0.06
Br 0.06 0.01 0.01
C -0.07 0.11 0.00
C -0.11 -0.08 0.04
C 0.44 -0.08 0.10
C -0.55 -0.85 0.64
C -0.19 0.09 -0.10
C 0.06 -0.12 -0.06
N 1.13 0.65 -0.59
N -0.20 0.48 -0.34
C 0.25 -1.24 -0.05
C -0.76 2.09 -0.69
C -1.20 -0.67 1.82
C 1.35 0.28 -1.45
O 1.16 -0.16 -0.37
C 0.35 0.02 -0.05
N -0.89 1.31 0.07
C 0.87 -2.24 0.34
C 0.72 0.66 -1.52
C -0.65 -0.02 1.06
C 0.29 -0.02 -0.04
H 0.00 -0.02 0.00
H 0.00 -0.04 -0.03
H -0.07 0.04 -0.02
H -0.02 0.04 -0.02
H -0.01 0.08 0.00
H -0.08 0.00 0.09
H -0.05 -0.11 0.00
H 0.05 0.02 -0.06
H -0.04 0.04 0.06
O 0.14 -0.02 0.03
Cl -3.33 0.57 -0.03
O -0.37 -0.15 -0.03
O -0.25 0.44 0.11
O -0.34 0.15 -0.48
C -0.12 -0.11 0.05
N 0.09 0.00 -0.04
C -0.01 -0.02 0.09
C -0.01 0.11 0.06
C 0.03 0.06 -0.03
N 0.06 -0.05 0.03
C 0.06 -0.04 -0.08
C -0.20 0.02 -0.11
O 0.00 -0.01 -0.16
H 0.02 -0.01 -0.02
H 0.10 0.03 0.06
H -0.01 -0.04 -0.02
H 0.03 0.05 -0.04
H -0.01 0.02 -0.03
H 0.02 -0.06 -0.04
H -0.03 0.00 -0.01
H 0.00 -0.01 0.05
H -0.04 -0.04 0.04
H -0.01 -0.01 -0.02
H 0.00 0.01 -0.01
H -0.02 0.05 0.02

Results of the Löwdin charge analysis, in e, for atoms 1 through 4: atom 1 (Tm): 1.14, atom 2 (C): -0.47, atom 3 (C): -0.49, atom 4 (S): 0.90